# 1
C37H42Cl4N6O6Pb | ωB97M-V with the def2-TZVPD basis set

Geometry as XYZ:
```
96
Properties=species:S:1:pos:R:3
Pb -1.512 0.761 0.004
O 0.859 4.495 -5.004
C 1.527 3.387 -5.255
O 1.909 3.101 -6.362
C 1.821 2.499 -4.087
C 2.841 1.579 -4.066
Cl 3.965 1.132 -5.255
N 2.855 1.007 -2.837
N 1.888 1.510 -2.040
C 1.270 2.414 -2.776
C 0.143 3.240 -2.198
O 0.109 4.437 -2.532
O -0.659 2.681 -1.390
C 3.864 0.152 -2.297
C 4.031 -1.130 -2.791
C 5.040 -1.932 -2.274
C 5.864 -1.456 -1.262
C 5.686 -0.168 -0.770
C 4.687 0.642 -1.291
H 0.579 4.546 -4.047
H 3.385 -1.491 -3.585
H 5.180 -2.933 -2.663
H 6.653 -2.085 -0.865
H 6.330 0.212 0.016
H 4.542 1.656 -0.936
C -1.409 -3.932 0.675
C -1.551 -3.664 -0.805
C -2.284 -4.546 -1.594
C -2.443 -4.329 -2.950
C -1.893 -3.200 -3.536
C -1.180 -2.280 -2.782
C -0.652 -1.015 -3.401
C -0.986 -2.541 -1.420
N -0.268 -1.596 -0.626
C 0.850 -1.888 -0.099
C 1.591 -3.170 -0.362
C 1.439 -0.959 0.949
C 2.841 -1.227 1.413
N 0.686 -0.074 1.461
C 1.044 0.648 2.639
C 1.597 1.935 2.584
C 1.946 2.573 1.269
C 1.800 2.614 3.781
C 1.460 2.048 5.001
C 0.918 0.774 5.036
C 0.706 0.056 3.864
C 0.142 -1.344 3.925
H -2.344 -4.328 1.072
H -1.161 -3.026 1.232
H -0.628 -4.673 0.871
H -2.747 -5.408 -1.122
H -3.023 -5.023 -3.545
H -2.048 -3.005 -4.591
H -0.712 -1.058 -4.488
H 0.382 -0.829 -3.114
H -1.245 -0.155 -3.070
H 1.096 -3.737 -1.146
H 1.625 -3.784 0.543
H 2.619 -2.961 -0.660
H 2.907 -2.217 1.873
H 3.152 -0.479 2.138
H 3.529 -1.212 0.565
H 1.043 2.811 0.699
H 2.535 1.912 0.634
H 2.499 3.501 1.422
H 2.231 3.609 3.745
H 1.624 2.597 5.921
H 0.649 0.323 5.987
H -0.486 -1.469 4.809
H 0.946 -2.085 3.988
H -0.445 -1.582 3.036
N -2.920 -0.034 2.138
C -3.938 0.888 2.680
C -3.348 1.915 3.647
C -2.135 2.709 3.153
C -2.403 3.717 2.035
N -2.652 3.074 0.728
H -3.391 -0.720 1.544
H -2.457 -0.528 2.895
H -4.721 0.337 3.205
H -4.421 1.372 1.829
H -3.057 1.389 4.564
H -4.147 2.608 3.927
H -1.358 2.016 2.816
H -1.716 3.254 4.003
H -1.519 4.348 1.931
H -3.235 4.371 2.319
H -2.250 3.607 -0.040
H -3.646 2.979 0.542
Cl -6.227 -2.436 -2.516
C -5.603 -1.464 -1.190
Cl -5.434 -2.498 0.255
Cl -6.767 -0.164 -0.817
C -4.241 -0.730 -1.583
O -4.041 -0.520 -2.762
O -3.580 -0.351 -0.556
```

Energy above the lowest of the compared OMol25 structures with the same formula, charge and spin: 4.9 kcal/mol
Frontier orbital gap: 7.828 eV
2S+1: 1
E: -4248.8567 Ha
Max |F|: 0.01043 hartree/bohr
LUMO: -0.8 eV

***

# 2
C37H42N2O4 | ωB97M-V with the def2-TZVPD basis set

Geometry as XYZ:
```
85
Properties=species:S:1:pos:R:3
C 5.326 1.355 -3.197
C 4.860 -0.041 -2.897
O 3.493 -0.116 -3.316
C 3.020 -1.371 -3.190
C 1.597 -1.522 -3.396
C 0.969 -2.887 -3.291
C 0.810 -3.251 -1.819
C 1.781 -3.961 -4.015
C 0.810 -0.331 -3.652
O 1.169 0.799 -3.955
O -0.506 -0.641 -3.467
C -1.392 0.503 -3.370
C -1.190 1.294 -2.104
O 3.779 -2.294 -2.878
H 6.342 1.471 -2.816
H 5.347 1.532 -4.277
H 4.687 2.105 -2.721
H 5.465 -0.778 -3.441
H 4.918 -0.256 -1.820
H -0.019 -2.795 -3.760
H 0.218 -2.483 -1.311
H 0.303 -4.217 -1.726
H 1.805 -3.300 -1.358
H 1.847 -3.715 -5.079
H 2.787 -3.982 -3.583
H 1.284 -4.931 -3.907
H -1.215 1.145 -4.242
H -2.392 0.062 -3.416
H -1.872 2.147 -2.112
H -1.393 0.686 -1.213
H -0.164 1.676 -2.069
C -6.054 -2.779 2.150
N -5.255 -2.565 0.931
C -5.933 -1.854 -0.110
C -6.309 -0.513 0.055
C -6.924 0.167 -0.998
C -7.207 -0.501 -2.195
C -6.866 -1.852 -2.344
C -6.233 -2.530 -1.304
C -3.879 -2.290 1.133
C -2.897 -3.217 0.725
C -1.561 -2.953 0.940
C -1.112 -1.732 1.547
C 0.290 -1.508 1.651
C 1.004 -0.447 2.277
C 2.437 -0.516 2.300
C 3.212 0.490 2.841
C 2.605 1.635 3.399
N 3.391 2.683 3.946
C 3.256 2.856 5.403
C 3.516 3.890 3.187
C 2.471 4.823 3.132
C 2.613 5.972 2.352
C 3.812 6.214 1.671
C 4.871 5.300 1.761
C 4.726 4.140 2.518
C 1.207 1.710 3.436
C 0.430 0.707 2.888
C -2.139 -0.838 1.969
C -3.479 -1.117 1.784
H -5.398 -3.148 2.945
H -6.545 -1.849 2.474
H -6.825 -3.527 1.930
H -6.091 -0.013 1.002
H -7.181 1.220 -0.870
H -7.697 0.035 -3.011
H -7.095 -2.380 -3.270
H -5.949 -3.581 -1.383
H -3.233 -4.134 0.240
H -0.814 -3.692 0.649
H 0.917 -2.338 1.308
H 2.916 -1.396 1.874
H 4.302 0.437 2.850
H 3.725 3.800 5.696
H 2.200 2.853 5.709
H 3.766 2.020 5.898
H 1.549 4.619 3.681
H 1.782 6.675 2.286
H 3.920 7.120 1.070
H 5.811 5.491 1.243
H 5.526 3.403 2.614
H 0.732 2.584 3.886
H -0.639 0.841 2.952
H -1.907 0.097 2.458
H -4.239 -0.411 2.123
```

Energy above the lowest of the compared OMol25 structures with the same formula, charge and spin: 24.0 kcal/mol
Frontier orbital gap: 2.430 eV
2S+1: 1
E: -1845.4197 Ha
Max |F|: 0.02970 hartree/bohr
LUMO: -3.2 eV

***

# 3
C37H42N4O2P2RhS | ωB97M-V with the def2-TZVPD basis set

Geometry as XYZ:
```
89
Properties=species:S:1:pos:R:3
Rh 0.222 0.525 -0.457
C 0.941 -3.062 1.882
N 0.687 -1.876 1.080
P 0.736 -0.284 1.786
C 0.051 -0.545 3.456
C 0.758 -0.238 4.616
C 0.137 -0.373 5.847
C -1.187 -0.783 5.921
C -1.898 -1.067 4.761
C -1.283 -0.953 3.530
C 2.447 0.266 2.115
C 3.462 -0.453 2.737
C 4.662 0.181 3.027
C 4.851 1.517 2.706
C 3.848 2.229 2.068
C 2.646 1.607 1.785
P -0.410 -1.826 -0.299
C -1.863 -2.769 0.278
C -3.091 -2.123 0.401
C -4.207 -2.834 0.811
C -4.106 -4.189 1.086
C -2.888 -4.837 0.949
C -1.762 -4.131 0.561
C 0.206 -2.756 -1.750
C -0.359 -3.938 -2.227
C -0.013 -4.420 -3.477
C 0.890 -3.736 -4.276
C 1.449 -2.552 -3.815
C 1.082 -2.048 -2.582
H 1.471 -2.766 2.787
H 1.558 -3.775 1.330
H 0.017 -3.565 2.188
H 1.783 0.096 4.564
H 0.703 -0.154 6.739
H -1.658 -0.888 6.887
H -2.932 -1.375 4.813
H -1.829 -1.171 2.619
H 3.330 -1.494 2.996
H 5.448 -0.374 3.516
H 5.778 2.003 2.969
H 4.000 3.263 1.798
H 1.843 2.157 1.304
H -3.177 -1.071 0.159
H -5.158 -2.335 0.914
H -4.970 -4.749 1.412
H -2.803 -5.897 1.135
H -0.819 -4.648 0.457
H -1.083 -4.488 -1.652
H -0.475 -5.325 -3.835
H 1.134 -4.111 -5.258
H 2.146 -2.009 -4.436
H 1.439 -1.073 -2.267
C 4.784 0.559 -1.385
C 3.493 -0.072 -0.970
N 3.551 -1.348 -0.596
O 2.442 0.587 -0.973
H 5.497 -0.176 -1.745
H 5.208 1.067 -0.518
H 4.621 1.311 -2.152
H 4.407 -1.875 -0.663
H 2.728 -1.825 -0.253
C -0.573 2.962 -4.341
C -1.686 1.928 -4.563
C -1.461 0.884 -3.452
O -0.381 1.362 -2.645
C 0.422 2.210 -3.464
H -0.965 3.834 -3.819
H -0.118 3.293 -5.270
H -1.598 1.465 -5.542
H -2.675 2.374 -4.491
H -1.198 -0.095 -3.875
H -2.328 0.767 -2.793
H 1.100 1.605 -4.078
H 1.008 2.856 -2.810
N -4.417 6.027 0.239
C -3.416 5.810 -0.598
S -3.062 6.822 -1.870
C -2.575 4.605 -0.416
C -1.185 4.691 -0.509
C -0.425 3.549 -0.323
N -0.973 2.373 -0.025
C -2.297 2.276 0.064
C -3.139 3.357 -0.143
H -4.983 6.862 0.153
H -4.610 5.428 1.028
H -0.698 5.635 -0.695
H 0.657 3.584 -0.406
H -2.704 1.308 0.338
H -4.209 3.222 -0.101
```

Net charge: +3
Frontier orbital gap (spin up / spin down): 3.466 / 3.488 eV
2S+1: 1
E: -2995.1627 Ha
Max |F|: 0.04168 hartree/bohr
LUMO (spin up / spin down): -11.2 / -11.2 eV

***

# 4
C37H42N4OsP2 | ωB97M-V with the def2-TZVPD basis set

Geometry as XYZ:
```
86
Properties=species:S:1:pos:R:3
Os 0.870 1.214 0.352
C -0.489 -5.295 0.347
C -1.074 -4.799 -0.751
C -2.545 -4.545 -0.871
C -3.263 -4.010 0.401
C -2.561 -2.978 1.234
C -1.587 -3.211 2.132
C -1.427 -4.598 2.673
C -1.192 -5.706 1.612
C 0.988 2.711 1.761
H 0.575 -5.539 0.319
H -0.511 -4.746 -1.690
H -3.065 -5.478 -1.166
H -2.714 -3.839 -1.698
H -4.172 -3.506 0.032
H -3.618 -4.874 0.983
H -3.107 -2.023 1.243
H -1.016 -2.407 2.617
H -2.362 -4.880 3.189
H -0.628 -4.636 3.420
H -0.546 -6.462 2.082
H -2.149 -6.208 1.394
H 2.095 2.718 1.862
H 0.526 2.498 2.737
H 0.689 3.698 1.371
P -1.244 1.028 0.981
P 0.338 -0.041 -1.416
N -1.604 0.590 2.649
N -2.256 2.454 0.901
N 1.100 -1.570 -0.810
N 0.940 0.100 -3.032
C -2.062 -0.154 -0.125
C -1.460 -0.309 -1.536
C -0.623 0.278 3.598
C -1.223 0.194 4.844
C -2.630 0.409 4.661
C -2.838 0.644 3.305
C -2.078 3.574 1.714
C -2.988 4.548 1.327
C -3.749 4.018 0.238
C -3.261 2.741 -0.022
C 1.735 -1.502 0.421
C 2.368 -2.713 0.666
C 2.124 -3.543 -0.460
C 1.358 -2.813 -1.353
C 1.338 -0.849 -3.981
C 1.793 -0.182 -5.109
C 1.667 1.220 -4.860
C 1.120 1.367 -3.599
H -3.143 0.030 -0.150
H -1.875 -1.104 0.377
H -1.645 -1.322 -1.937
H -1.866 0.437 -2.241
H 0.413 0.185 3.304
H -0.704 0.018 5.775
H -3.387 0.413 5.434
H -3.741 0.868 2.759
H -1.318 3.572 2.481
H -3.093 5.514 1.794
H -4.559 4.510 -0.282
H -3.543 2.000 -0.752
H 1.729 -0.553 1.008
H 2.925 -2.955 1.560
H 2.429 -4.576 -0.574
H 0.955 -3.102 -2.316
H 1.254 -1.902 -3.774
H 2.176 -0.643 -6.007
H 1.942 2.026 -5.520
H 0.848 2.247 -3.036
C 3.179 6.040 -1.600
C 1.887 5.611 -1.247
C 1.647 4.259 -0.975
C 2.693 3.316 -0.985
C 2.525 1.917 -0.684
C 3.503 0.992 -1.005
C 4.774 1.441 -1.405
C 5.048 2.793 -1.529
C 4.005 3.744 -1.397
C 4.207 5.113 -1.674
H 3.358 7.095 -1.818
H 1.066 6.320 -1.184
H 0.634 3.910 -0.740
H 3.298 -0.078 -0.939
H 5.532 0.697 -1.628
H 6.055 3.149 -1.763
H 5.213 5.430 -1.921
```

Net charge: +2
Energy above the lowest of the compared OMol25 structures with the same formula, charge and spin: 12.4 kcal/mol
Frontier orbital gap (spin up / spin down): 6.968 / 3.181 eV
2S+1: 5
E: -2426.7130 Ha
Max |F|: 0.06331 hartree/bohr
LUMO (spin up / spin down): -5.9 / -9.9 eV

***

The lowest max |F| belongs to which entry? C37H42Cl4N6O6Pb